# 1
Below is a molecular structure, C30H28BrF6KN5O4S2, with properties calculated with ωB97M-V with the def2-TZVPD basis set.

Structure (XYZ):
```
77
Properties=species:S:1:pos:R:3:lowdin_charge:R:1
K 0.220 1.236 2.341 0.68
C -1.132 4.005 -2.747 -0.04
C -1.348 4.146 -1.264 -0.24
C -2.054 5.199 -0.699 -0.03
C -2.203 5.276 0.678 -0.11
C -1.621 4.266 1.422 -0.75
Br -1.754 4.280 3.324 0.76
N -0.947 3.262 0.928 -0.01
C -0.811 3.199 -0.398 -0.09
H -1.587 4.832 -3.293 0.07
H -1.561 3.071 -3.114 0.08
H -0.065 3.982 -2.975 0.09
H -2.485 5.968 -1.331 0.11
H -2.739 6.084 1.153 0.10
H -0.204 2.365 -0.743 0.08
F 4.005 -1.269 4.438 0.13
C 3.552 -0.117 3.935 -0.68
F 4.581 0.714 3.776 0.14
F 3.004 -0.354 2.742 0.12
S 2.323 0.656 5.062 0.57
O 1.908 1.854 4.370 -0.36
O 2.987 0.803 6.323 -0.27
N 1.270 -0.500 5.010 -0.30
S -0.241 -0.388 5.393 0.57
O -0.512 0.282 6.633 -0.27
O -1.096 -0.093 4.272 -0.36
C -0.543 -2.174 5.701 -0.68
F -0.221 -2.907 4.630 0.13
F 0.165 -2.611 6.744 0.14
F -1.840 -2.361 5.962 0.13
C 0.958 -3.576 -2.202 -0.03
C 0.208 -2.924 -3.332 -0.22
C 0.482 -3.245 -4.658 -0.05
C -0.233 -2.682 -5.705 -0.09
C -1.245 -1.772 -5.435 -0.09
C -1.512 -1.417 -4.122 -0.02
C -0.794 -1.982 -3.071 -0.23
N -1.081 -1.618 -1.731 0.13
C -0.324 -0.674 -0.994 -0.36
N 0.833 -0.310 -1.598 0.14
C 1.943 0.556 -1.247 -0.24
C 1.907 1.431 -0.151 -0.12
C 3.055 2.240 -0.061 -0.18
C 4.143 2.172 -0.926 -0.14
C 4.118 1.275 -1.981 -0.10
C 3.011 0.456 -2.163 -0.24
C 2.999 -0.491 -3.345 -0.06
N -0.769 -0.235 0.127 0.10
C -1.974 -0.715 0.662 -0.28
C -3.067 0.154 0.707 -0.03
C -4.253 -0.213 1.326 -0.10
C -4.361 -1.461 1.921 -0.10
C -3.270 -2.321 1.896 -0.05
C -2.073 -1.973 1.280 -0.22
C -0.897 -2.910 1.310 -0.03
H 1.630 -4.344 -2.583 0.08
H 0.262 -4.031 -1.497 0.07
H 1.547 -2.852 -1.636 0.08
H 1.267 -3.963 -4.869 0.11
H -0.002 -2.955 -6.727 0.10
H -1.811 -1.326 -6.243 0.10
H -2.278 -0.685 -3.893 0.11
H -2.063 -1.544 -1.505 0.14
H 0.928 -0.699 -2.519 0.08
H 3.122 2.970 0.747 0.07
H 5.002 2.822 -0.782 0.08
H 4.954 1.206 -2.669 0.09
H 3.928 -0.394 -3.907 0.07
H 2.180 -0.281 -4.044 0.08
H 2.908 -1.538 -3.040 0.07
H -2.954 1.139 0.268 0.10
H -5.083 0.483 1.359 0.10
H -5.274 -1.753 2.424 0.09
H -3.337 -3.283 2.392 0.11
H -1.023 -3.654 2.096 0.07
H 0.030 -2.363 1.493 0.09
H -0.790 -3.429 0.356 0.06
```

Values from the calculation:
strongest force on any atom = 0.48 eV/A
charge = -1
lowest unoccupied orbital energy = 2.1 eV
HOMO-LUMO gap = 6.029 eV
energy relative to the best compared isomer or geometry (same formula, charge and spin) = 0.0 kJ/mol
DFT total energy = -171550.834 eV

=====

# 2
Below is a molecular structure, C30H28Cl2GeIN6OSeSn, with properties calculated with ωB97M-V with the def2-TZVPD basis set.

Structure (XYZ):
```
71
Properties=species:S:1:pos:R:3:lowdin_charge:R:1
Sn 0.049 0.390 0.598 1.11
N 4.316 0.477 -0.225 0.25
C 3.258 -0.308 -0.093 -0.63
O 2.265 0.049 0.560 -0.19
C 3.316 -1.671 -0.720 -0.55
I 4.132 -3.029 0.712 0.93
H 4.298 1.412 0.168 0.09
H 5.127 0.178 -0.739 0.13
H 3.959 -1.714 -1.593 0.05
H 2.313 -2.013 -0.951 0.03
Cl -2.189 0.246 5.461 0.54
C -1.936 1.398 4.155 -1.00
Cl -2.496 0.772 2.590 0.51
H -0.875 1.606 4.062 0.01
H -2.498 2.301 4.363 0.02
Se 1.351 -0.888 4.510 1.14
N 1.707 -2.604 4.707 -0.21
C 1.342 -3.197 3.586 -0.40
C 1.452 -4.600 3.334 0.00
C 1.052 -5.041 2.121 -0.06
C 0.547 -4.105 1.152 -0.15
N 0.416 -2.827 1.328 0.09
C 0.803 -2.348 2.555 -0.49
N 0.702 -1.070 2.868 -0.30
H 1.842 -5.254 4.101 0.13
H 1.116 -6.085 1.852 0.11
H 0.245 -4.490 0.182 0.11
N -0.029 -1.408 -2.382 -0.02
C 0.434 -1.873 -3.557 -0.09
C 1.384 -0.976 -3.991 -0.06
C 1.418 0.011 -2.994 -0.16
N 0.555 -0.259 -2.023 -0.07
H -0.733 -1.806 -1.781 0.14
H 0.061 -2.785 -3.990 0.12
H 1.959 -1.025 -4.898 0.10
H 2.018 0.907 -2.941 0.11
C 0.549 2.511 0.795 -0.49
Ge -0.701 3.492 -0.091 1.03
C -2.462 3.676 0.692 -0.35
C -3.659 3.458 0.017 -0.11
C -4.875 3.663 0.653 -0.07
C -4.904 4.108 1.967 -0.07
C -3.716 4.343 2.644 -0.09
C -2.500 4.120 2.014 -0.16
C 1.958 2.938 0.623 -0.41
C 2.525 3.421 -0.561 -0.08
C 3.836 3.876 -0.603 -0.09
C 4.622 3.874 0.542 -0.11
C 4.076 3.395 1.730 -0.09
C 2.775 2.920 1.762 -0.07
C -0.244 5.127 -1.033 -0.32
C -0.001 5.152 -2.405 -0.13
C 0.272 6.349 -3.053 -0.08
C 0.316 7.531 -2.329 -0.08
C 0.096 7.515 -0.959 -0.07
C -0.193 6.321 -0.315 -0.10
H -3.654 3.125 -1.014 0.10
H -5.799 3.484 0.121 0.11
H -5.851 4.280 2.459 0.11
H -3.736 4.700 3.666 0.11
H -1.577 4.297 2.557 0.10
H 1.931 3.444 -1.466 0.09
H 4.240 4.245 -1.537 0.11
H 5.639 4.240 0.512 0.10
H 4.668 3.395 2.637 0.11
H 2.360 2.551 2.693 0.11
H -0.025 4.233 -2.982 0.10
H 0.449 6.358 -4.120 0.11
H 0.514 8.467 -2.834 0.11
H 0.144 8.435 -0.392 0.11
H -0.380 6.329 0.753 0.10
```

Values from the calculation:
strongest force on any atom = 0.90 eV/A
charge = +1
lowest unoccupied orbital energy = -3.6 eV
HOMO-LUMO gap = 6.278 eV
energy relative to the best compared isomer or geometry (same formula, charge and spin) = 357.7 kJ/mol
DFT total energy = -203384.089 eV

=====

# 3
Below is a molecular structure, C30H28FN3O9Zn in a non-equilibrium geometry, with properties calculated with ωB97M-V with the def2-TZVPD basis set.

Structure (XYZ):
```
72
Properties=species:S:1:pos:R:3:lowdin_charge:R:1
Zn -0.299 -0.086 -0.044 0.66
C 5.303 -2.195 -4.816 -0.04
C 4.458 -1.010 -5.286 -0.34
C 4.117 -1.093 -6.770 -0.16
C 3.213 -2.286 -7.046 -0.18
C 2.051 -2.310 -6.093 -0.20
C 0.881 -3.051 -6.440 -0.04
C -0.172 -3.036 -5.545 -0.32
F -1.297 -3.746 -5.893 -0.01
C -0.171 -2.364 -4.353 0.03
C 0.998 -1.625 -3.975 -0.08
C 1.026 -0.928 -2.729 -0.31
O 0.009 -0.957 -1.971 -0.08
C 2.272 -0.215 -2.417 -0.03
C 3.283 -0.255 -3.308 -0.02
N 3.237 -0.908 -4.508 -0.02
C 2.095 -1.630 -4.888 -0.10
C 2.558 0.571 -1.155 -0.60
O 3.659 1.143 -1.039 -0.05
O 1.659 0.604 -0.262 -0.10
H 6.209 -2.294 -5.422 0.07
H 4.729 -3.120 -4.887 0.08
H 5.591 -2.058 -3.773 0.08
H 5.020 -0.089 -5.109 0.14
H 5.042 -1.149 -7.352 0.10
H 3.600 -0.172 -7.056 0.12
H 3.797 -3.216 -6.983 0.10
H 2.841 -2.238 -8.076 0.10
H 0.811 -3.591 -7.375 0.09
H -1.021 -2.370 -3.687 0.11
H 4.208 0.261 -3.081 0.12
C -4.021 -1.142 5.877 -0.11
O -3.095 -2.203 5.843 -0.10
C -2.232 -2.234 4.772 -0.30
C -1.325 -3.317 4.777 -0.06
C -0.438 -3.413 3.740 -0.06
C -0.375 -2.496 2.670 -0.09
C 0.585 -2.644 1.599 -0.36
C 1.575 -3.802 1.557 -0.01
O 0.692 -1.868 0.651 0.02
C -1.301 -1.385 2.663 -0.34
O -1.366 -0.495 1.778 -0.06
C -2.229 -1.310 3.770 0.04
H -4.611 -1.282 6.782 0.08
H -4.681 -1.157 5.006 0.09
H -3.518 -0.172 5.916 0.09
H -1.351 -4.036 5.584 0.09
H 0.249 -4.248 3.756 0.09
H 1.517 -4.514 2.375 0.05
H 2.576 -3.370 1.524 0.09
H 1.418 -4.324 0.613 0.09
H -2.914 -0.475 3.738 0.10
O -2.137 0.355 -0.804 -0.45
O 4.900 5.400 1.072 -0.04
C 4.291 4.783 2.204 -0.26
N 3.046 4.220 1.809 0.10
C 1.855 4.724 2.248 -0.43
O 1.784 5.717 2.960 0.03
C 0.637 3.985 1.803 -0.11
C -0.608 4.582 1.949 -0.02
C -1.732 3.910 1.491 -0.05
C -1.581 2.651 0.924 -0.10
N -0.389 2.060 0.826 0.06
C 0.687 2.709 1.245 -0.05
H 5.772 5.711 1.336 0.07
H 4.074 5.514 2.983 0.12
H 4.949 4.000 2.595 0.12
H 3.059 3.476 1.126 0.14
H -0.669 5.567 2.394 0.11
H -2.715 4.355 1.563 0.09
H -2.394 2.062 0.511 0.08
H 1.605 2.154 1.083 0.10
```

Values from the calculation:
strongest force on any atom = 1.16 eV/A
charge = -2
lowest unoccupied orbital energy (spin up / spin down) = 4.1 / 4.1 eV
HOMO-LUMO gap (spin up / spin down) = 6.213 / 3.103 eV
energy relative to the best compared isomer or geometry (same formula, charge and spin) = 286.0 kJ/mol
DFT total energy = -105598.991 eV

=====

# 4
Below is a molecular structure, C30H29BiF6N5O4S in a non-equilibrium geometry, with properties calculated with ωB97M-V with the def2-TZVPD basis set.

Structure (XYZ):
```
76
Properties=species:S:1:pos:R:3:lowdin_charge:R:1
Bi 9.474 8.465 11.037 2.01
C 7.207 5.956 11.730 -0.09
N 7.766 7.143 12.446 -0.37
C 8.349 6.670 13.729 -0.07
C 6.659 8.073 12.657 -0.23
C 7.060 9.422 13.177 -0.26
N 8.456 9.666 12.908 -0.17
C 8.965 10.878 13.281 -0.19
C 9.969 11.541 12.520 -0.17
F 10.298 11.047 11.282 -0.06
C 10.652 12.678 12.909 -0.21
F 11.631 13.136 12.101 0.07
C 10.325 13.358 14.106 0.05
C 9.219 12.831 14.813 -0.22
F 8.776 13.519 15.902 0.05
C 8.625 11.617 14.495 -0.12
F 7.689 11.121 15.353 0.05
H 6.458 5.449 12.414 0.11
H 8.008 5.300 11.403 0.08
H 6.724 6.284 10.800 0.09
H 7.581 6.180 14.350 0.09
H 8.802 7.537 14.267 0.10
H 9.171 5.967 13.509 0.10
H 5.941 7.583 13.361 0.13
H 6.196 8.222 11.656 0.12
H 6.878 9.526 14.253 0.10
H 6.426 10.141 12.670 0.12
H 10.746 14.328 14.392 0.12
C 17.693 9.832 10.231 -0.06
C 16.353 9.277 10.669 -0.26
C 15.130 9.854 10.278 -0.03
C 13.929 9.452 10.841 -0.05
C 13.923 8.395 11.747 -0.26
C 15.092 7.702 12.076 -0.05
C 16.305 8.161 11.546 -0.03
S 12.327 7.778 12.333 0.62
O 11.377 8.855 12.762 -0.45
O 12.631 6.745 13.304 -0.31
N 11.522 7.384 10.992 -0.40
C 11.653 6.214 10.175 -0.19
C 10.258 5.759 9.708 -0.60
O 10.196 4.657 9.121 0.01
O 9.202 6.544 9.855 -0.31
H 17.837 9.792 9.124 0.09
H 18.483 9.254 10.701 0.06
H 17.818 10.882 10.608 0.09
H 15.127 10.632 9.504 0.12
H 12.978 9.970 10.639 0.12
H 15.042 6.863 12.740 0.10
H 17.204 7.657 11.872 0.10
H 12.095 5.373 10.739 0.13
H 12.301 6.479 9.324 0.13
C 6.693 6.996 5.936 -0.14
C 7.997 6.531 6.098 -0.15
C 8.933 7.317 6.723 -0.10
C 8.607 8.612 7.074 -0.22
N 7.263 9.001 7.141 -0.01
C 6.307 8.184 6.497 -0.09
C 9.659 9.657 7.148 -0.27
C 10.673 9.612 6.159 -0.04
C 11.771 10.471 6.288 -0.10
C 11.866 11.285 7.453 -0.11
C 10.750 11.315 8.307 -0.18
N 9.720 10.479 8.185 0.04
H 5.951 6.423 5.349 0.09
H 8.299 5.615 5.627 0.07
H 9.940 6.954 6.727 0.11
H 5.310 8.623 6.456 0.10
H 10.705 8.909 5.319 0.11
H 12.497 10.495 5.471 0.09
H 12.742 11.930 7.634 0.08
H 10.713 11.988 9.176 0.09
F 6.038 10.953 7.167 0.05
C 6.725 10.092 7.954 -0.38
F 5.824 9.554 8.833 0.03
H 7.553 10.645 8.417 0.13
```

Values from the calculation:
strongest force on any atom = 3.91 eV/A
charge = -1
lowest unoccupied orbital energy (spin up / spin down) = 2.1 / 1.9 eV
HOMO-LUMO gap (spin up / spin down) = 3.422 / 3.247 eV
energy relative to the best compared isomer or geometry (same formula, charge and spin) = 293.3 kJ/mol
DFT total energy = -80198.030 eV

=====

# 5
Below is a molecular structure, C30H29ClCsN3O10P in a non-equilibrium geometry, with properties calculated with ωB97M-V with the def2-TZVPD basis set.

Structure (XYZ):
```
75
Properties=species:S:1:pos:R:3:lowdin_charge:R:1
Cs -0.167 0.282 0.796 1.48
O 2.798 -3.027 0.939 0.13
C 1.773 -2.778 0.119 -0.48
O 1.831 -2.020 -0.814 0.09
C 0.503 -3.487 0.503 -0.20
C 0.416 -4.827 0.836 -0.01
C -0.849 -5.335 1.109 -0.05
C -1.945 -4.491 1.078 0.00
C -1.750 -3.143 0.783 -0.16
N -0.547 -2.674 0.465 0.10
C -2.908 -2.128 0.873 -0.67
O -4.040 -2.571 0.630 -0.02
O -2.550 -0.970 1.201 -0.24
H 3.446 -2.316 0.785 0.13
H 1.301 -5.447 0.876 0.11
H -0.969 -6.384 1.351 0.10
H -2.950 -4.834 1.280 0.11
O 4.152 1.202 0.776 -0.34
Cl 2.793 1.196 1.230 0.59
O 2.629 1.990 2.418 -0.35
O 2.391 -0.179 1.529 -0.56
O 1.914 1.711 0.194 -0.60
O 0.212 -2.165 -3.110 -0.05
N -0.058 -0.824 -3.309 0.01
C -0.033 -0.520 -4.537 -0.11
C -0.233 0.865 -4.995 -0.20
C 0.160 1.119 -6.307 -0.05
C 0.130 2.394 -6.847 -0.09
C -0.302 3.445 -6.059 -0.09
C -0.730 3.202 -4.760 -0.09
C -0.725 1.925 -4.202 -0.29
P -1.370 1.672 -2.488 1.10
C -1.917 3.364 -2.030 -0.40
C -1.022 4.081 -1.233 -0.10
C -1.366 5.323 -0.719 -0.08
C -2.622 5.856 -0.971 -0.10
C -3.529 5.143 -1.744 -0.09
C -3.177 3.908 -2.272 -0.09
C -2.948 0.831 -2.884 -0.37
C -3.675 1.038 -4.057 -0.11
C -4.872 0.370 -4.266 -0.09
C -5.353 -0.514 -3.305 -0.09
C -4.635 -0.737 -2.140 -0.05
C -3.431 -0.071 -1.941 -0.08
H 0.502 -2.198 -2.180 0.05
H 0.218 -1.277 -5.280 0.13
H 0.520 0.291 -6.907 0.11
H 0.452 2.561 -7.867 0.10
H -0.326 4.455 -6.448 0.10
H -1.092 4.033 -4.170 0.09
H -0.059 3.648 -0.979 0.10
H -0.660 5.856 -0.095 0.11
H -2.899 6.816 -0.554 0.09
H -4.517 5.545 -1.932 0.10
H -3.899 3.352 -2.856 0.10
H -3.298 1.720 -4.812 0.10
H -5.430 0.535 -5.180 0.09
H -6.286 -1.039 -3.474 0.10
H -4.969 -1.435 -1.382 0.09
H -2.868 -0.274 -1.038 0.07
C -4.551 3.508 3.210 -0.06
N -3.138 3.265 2.988 -0.15
C -2.201 3.812 3.949 -0.04
C -2.672 2.581 1.906 -0.49
C -3.676 2.030 0.933 0.02
O -1.472 2.380 1.748 -0.21
H -4.675 3.918 4.210 0.08
H -5.131 2.586 3.153 0.09
H -4.967 4.226 2.498 0.09
H -2.216 4.905 3.933 0.09
H -1.203 3.469 3.694 0.09
H -2.453 3.474 4.957 0.09
H -4.598 2.603 0.868 0.08
H -3.892 0.994 1.212 0.09
H -3.210 2.003 -0.048 0.06
```

Values from the calculation:
strongest force on any atom = 1.68 eV/A
charge = -1
lowest unoccupied orbital energy = 2.1 eV
HOMO-LUMO gap = 7.920 eV
energy relative to the best compared isomer or geometry (same formula, charge and spin) = 108.4 kJ/mol
DFT total energy = -78881.223 eV

=====

# 6
Below is a molecular structure, C30H29CrN3O3S3Si in a non-equilibrium geometry, with properties calculated with ωB97M-V with the def2-TZVPD basis set.

Structure (XYZ):
```
70
Properties=species:S:1:pos:R:3:lowdin_spin:R:1
Cr 0.335 0.174 -0.157 3.11
O -3.301 4.362 -0.632 0.00
C -3.310 3.718 -1.825 0.00
C -4.092 4.240 -2.852 0.00
C -4.163 3.600 -4.074 0.00
C -3.415 2.457 -4.307 0.00
C -2.594 1.961 -3.312 0.00
C -2.536 2.577 -2.065 0.00
C -1.640 2.003 -1.039 0.01
O -0.488 1.582 -1.384 0.00
N -2.056 1.836 0.202 0.02
N -1.063 1.300 0.928 0.04
C -1.203 0.355 1.821 0.01
C -0.064 0.133 2.666 0.01
C -0.108 -0.672 3.813 0.00
C 1.041 -0.836 4.559 0.00
C 2.206 -0.197 4.151 0.00
C 2.161 0.582 2.998 0.00
N 1.074 0.752 2.275 0.01
H -2.795 3.824 -0.002 0.00
H -4.652 5.144 -2.671 0.00
H -4.797 4.000 -4.852 0.00
H -3.474 1.953 -5.259 0.00
H -1.996 1.078 -3.487 0.00
H -2.158 -0.125 2.043 0.00
H -1.020 -1.189 4.068 0.00
H 1.036 -1.456 5.446 0.00
H 3.128 -0.317 4.701 0.00
H 3.050 1.082 2.636 0.00
S 0.223 -1.354 -4.360 -0.01
C 0.358 -0.899 -2.785 0.01
S -0.861 -1.246 -1.608 -0.15
S 1.683 -0.055 -2.094 -0.12
C 3.801 -4.678 1.288 0.00
C 3.050 -3.424 1.730 0.00
C 2.213 -3.795 2.952 0.00
C 4.072 -2.353 2.108 0.00
Si 1.859 -2.802 0.335 0.01
O 1.256 -1.376 0.658 0.03
C 0.493 -4.134 0.269 0.00
C 0.736 -5.385 -0.289 0.00
C -0.247 -6.356 -0.336 0.00
C -1.500 -6.094 0.192 0.00
C -1.760 -4.860 0.763 0.00
C -0.772 -3.891 0.790 0.00
C 2.768 -2.922 -1.344 0.00
C 2.156 -3.534 -2.434 0.00
C 2.804 -3.669 -3.647 0.00
C 4.088 -3.182 -3.803 0.00
C 4.702 -2.528 -2.748 0.00
C 4.044 -2.399 -1.539 0.00
H 4.518 -4.978 2.055 0.00
H 4.340 -4.516 0.356 0.00
H 3.113 -5.507 1.143 0.00
H 2.843 -4.055 3.806 0.00
H 1.582 -4.649 2.720 0.00
H 1.564 -2.976 3.243 0.00
H 4.498 -2.546 3.097 0.00
H 3.604 -1.372 2.118 0.00
H 4.887 -2.335 1.385 0.00
H 1.710 -5.595 -0.707 0.00
H -0.037 -7.315 -0.793 0.00
H -2.266 -6.858 0.170 0.00
H -2.739 -4.658 1.177 0.00
H -0.976 -2.920 1.219 0.00
H 1.144 -3.898 -2.341 0.00
H 2.296 -4.145 -4.476 0.00
H 4.602 -3.301 -4.747 0.00
H 5.692 -2.110 -2.880 0.00
H 4.518 -1.864 -0.730 0.00
```

Values from the calculation:
strongest force on any atom = 2.45 eV/A
charge = -1
lowest unoccupied orbital energy (spin up / spin down) = 1.7 / 1.5 eV
HOMO-LUMO gap (spin up / spin down) = 6.411 / 6.161 eV
spin multiplicity = 4
energy relative to the best compared isomer or geometry (same formula, charge and spin) = 287.2 kJ/mol
DFT total energy = -111003.533 eV
⟨S²⟩ = 3.923